Density functional theory data (ωB97M-V/def2-TZVPD) for a cluster of 10 separate species, C26H53Cl18INO3P in total at a distorted geometry.

## Properties
DFT total energy ... -278246.308 eV
Structure (SMILES) ... CCOCP(CC(=O)I)C[C@H](O)CN.ClCCCl.ClCCCl.ClCCCl.ClCCCl.ClCCCl.ClCCCl.ClCCCl.ClCCCl.ClCCCl
Kohn-Sham gap ... 8.206 eV
Net charge ... 0

Element x y z (Å)
C (-3.05230, 9.66677, -0.95352)
Cl (0.43877, -2.34819, 2.76958)
Cl (-4.80889, -3.61708, -1.55728)
H (1.07942, -6.19438, 9.29826)
C (0.01983, 3.39565, 4.23679)
H (3.67303, 1.51822, -1.13912)
Cl (-4.12162, 0.35509, -8.92104)
C (-3.75023, 2.08609, -9.11784)
H (-5.98388, -5.19535, -4.68828)
H (0.95999, 2.47707, 5.93419)
C (4.57103, -7.52407, 3.20110)
O (1.44179, -0.17915, -0.53079)
H (-2.24256, -2.69245, -4.11624)
C (4.27622, 2.54915, 0.77443)
H (-0.36001, 1.50325, -2.56987)
H (-3.39907, 10.03636, -3.06203)
Cl (-4.48568, -3.41141, -4.94788)
H (-4.60238, 4.01624, -8.72067)
H (3.30744, 3.11987, 1.03343)
H (-0.31906, 4.24117, 4.83888)
O (3.77477, 3.69445, -1.35960)
Cl (-5.53927, 9.94816, -2.06972)
H (1.81534, 5.07975, -0.41176)
O (0.01607, 6.82230, -0.83236)
H (1.45199, 1.12054, -2.75061)
Cl (3.42538, -1.48992, 3.38628)
H (1.47333, -0.62392, -1.40228)
H (2.59871, -3.75773, 4.99059)
H (-1.26826, 0.09532, -0.47545)
N (-0.78586, 1.15941, 1.42431)
Cl (3.78108, -2.52518, 6.61976)
Cl (1.88426, -6.13127, 5.68984)
Cl (0.42324, 4.04078, 2.62549)
Cl (-0.96830, -2.83119, -0.31017)
H (3.51469, -7.74081, 3.03135)
C (3.65440, -3.55515, 5.16972)
H (-2.88714, 2.29800, -8.48329)
H (-1.26659, 1.98771, -0.50445)
C (-3.83144, 9.46727, -2.23729)
H (-3.82611, 8.41078, -2.51288)
H (4.14895, -4.50395, 5.40920)
C (1.55655, -5.81867, 8.39082)
H (4.32751, 1.53717, 1.29225)
H (1.14538, -4.83113, 8.17391)
C (-1.29426, -2.51492, 2.39502)
Cl (4.69367, -6.47158, 4.63623)
I (-2.42982, 5.13370, -0.82797)
H (-0.81547, 2.70191, 4.12421)
H (4.33459, -3.63410, 3.13764)
H (1.40714, 1.83054, 0.02477)
Cl (4.31385, -5.49920, 1.37139)
C (4.28118, 2.43853, -0.84689)
H (2.07891, 3.39538, 4.91857)
H (-3.50631, -1.22467, -5.60334)
H (-4.49423, -5.45911, -3.77367)
H (5.23882, -7.64081, 1.16366)
Cl (-0.35022, -1.38127, -3.68517)
H (-6.64929, -3.39313, -3.01872)
H (-5.27417, 2.72700, -7.71430)
C (0.77118, 1.10069, -0.60112)
Cl (1.68487, 1.21955, 4.09634)
C (0.85611, 4.48075, -0.64795)
H (5.14054, 3.23765, 1.07365)
Cl (3.28856, -5.62795, 8.75959)
H (-1.69053, -1.51953, 2.18242)
H (-2.61564, -3.65157, 1.14006)
C (-2.48323, -0.94877, -5.34626)
C (4.31381, -2.92273, 3.96277)
H (-1.05495, -4.43626, 1.41557)
Cl (-2.44443, 0.82855, -5.22501)
H (0.10947, 0.73582, 1.73837)
C (-0.30435, 5.60591, -0.75689)
H (-6.53260, -5.01200, -2.31768)
C (-2.07899, -1.61787, -4.04801)
C (5.21735, -6.91045, 1.97494)
C (0.67820, 1.69927, -2.11522)
C (-5.25987, -4.72211, -4.02211)
H (0.63300, 3.83951, 0.26847)
C (-0.77088, 1.03816, -0.06790)
H (3.22631, 4.42824, -3.26031)
C (3.02864, 3.52789, -2.59042)
H (-3.54377, 9.18571, -0.10631)
H (-1.77927, -2.88835, 3.29954)
C (-1.54336, -3.47459, 1.24791)
H (3.30267, 2.56854, -3.17255)
H (-0.71896, 2.17609, 1.61963)
Cl (-6.28406, 2.83290, -9.84513)
C (-5.96089, -4.20615, -2.78223)
P (1.13241, 3.53111, -2.25802)
C (1.32000, -6.78489, 7.24823)
H (5.37670, 2.31545, -1.19066)
C (-4.91328, 2.96968, -8.71527)
Cl (-2.83445, 11.39099, -0.56007)
H (6.24264, -6.59536, 2.17638)
H (1.82338, -7.73841, 7.41782)
C (1.21007, 2.73484, 4.90314)
H (5.07424, -8.45943, 3.45451)
H (-3.45847, 2.25369, -10.15589)
H (0.25076, -6.97902, 7.14152)
H (-2.05336, 9.23730, -1.05602)
H (5.34084, -2.62081, 4.17728)
H (-1.83382, -1.24626, -6.17140)
H (-2.65750, -1.23958, -3.20298)

Mulliken population analysis, charges in e, atoms 1 to 2: atom 1 (C): -0.2435, atom 2 (Cl): -0.0326

---

Density functional theory data (ωB97M-V/def2-TZVPD) for a structure of composition C29H24BrN5O4Zr.

## Properties
DFT total energy ... -117414.173 eV
Kohn-Sham gap ... 5.949 eV
Net charge ... +2

Element x y z (Å)
H (-4.87138, -1.87505, 1.26515)
H (7.68570, 1.93776, 2.12526)
C (0.00096, -3.08912, -4.83528)
Br (-0.27301, -2.03425, -1.64074)
N (0.66730, -0.17787, 2.41379)
C (-1.51254, -0.90553, 2.80134)
O (4.47296, 0.50516, -0.60888)
H (6.79660, 1.31894, -0.09713)
C (-3.73071, -1.74164, 3.09269)
H (6.24315, 1.78627, 4.13896)
H (0.86378, 2.71234, -2.60261)
O (-0.29693, 1.91690, 0.14931)
C (0.35455, -1.74274, -4.42762)
C (-1.05683, -3.81934, -4.27869)
H (-0.77447, -6.66854, -6.07702)
C (0.74424, -3.65850, -5.87703)
C (0.28573, -1.11054, -3.24747)
C (0.99018, 5.17178, -1.05663)
C (4.03672, 0.72020, 1.77881)
C (0.54254, 6.46782, -1.26473)
N (1.00406, 2.14356, -1.77694)
N (-1.69803, -0.80481, 1.45891)
H (3.55049, 0.21927, -0.58673)
H (-2.31779, -1.46627, 4.69816)
H (2.85295, 5.57371, -1.33270)
H (-2.76510, 5.98232, -0.71190)
C (6.66233, 1.59966, 2.03096)
H (-2.16493, -5.64592, -4.31209)
C (4.86786, 0.81386, 0.63934)
C (-2.50440, -1.38269, 3.63644)
H (3.91610, 1.00234, 3.90472)
H (-3.00966, -1.04212, -0.12364)
H (0.93008, 0.82131, -3.93132)
C (-1.71399, 5.75155, -0.81234)
H (-4.52094, -2.11411, 3.73062)
C (0.65062, 0.26338, -3.03974)
C (0.08708, 4.16240, -0.72168)
Zr (0.10437, 0.04300, 0.23244)
O (2.12380, -0.01840, 0.51438)
H (1.54209, -3.08884, -6.33785)
C (-2.88921, -1.14756, 0.94829)
N (1.91993, 0.17053, 2.78402)
C (6.17879, 1.25807, 0.78826)
H (-1.95767, 3.67720, -0.32486)
H (0.79070, -1.12837, -5.21309)
O (2.29781, 4.80199, -1.17358)
C (5.85201, 1.51385, 3.16943)
H (1.52781, 2.82428, 0.12907)
C (-1.26325, 4.45914, -0.60221)
H (1.24844, 7.24928, -1.52006)
C (-3.93012, -1.61541, 1.72687)
C (0.47908, -4.94458, -6.30775)
C (-0.80847, 6.75085, -1.14124)
C (2.67201, 0.27594, 1.71203)
N (0.64755, 0.83510, -1.89146)
C (-0.55681, -5.66702, -5.73167)
H (1.06871, -5.37939, -7.10278)
C (-0.19817, -0.51729, 3.29605)
H (-1.70968, -3.37205, -3.54210)
C (-1.33277, -5.09607, -4.72997)
H (-1.15542, 7.76248, -1.30165)
H (0.04300, -0.52979, 4.35358)
C (4.56073, 1.07985, 3.04128)
C (0.63549, 2.78387, -0.50123)

Mulliken population analysis, charges in e, atoms 1 to 2: atom 1 (H): 0.4259, atom 2 (H): 0.4129

---

Density functional theory data (ωB97M-V/def2-TZVPD) for a cluster of 3 separate species, C3H14N2O2 in total at a distorted geometry.

## Properties
DFT total energy ... -10412.120 eV
Structure (SMILES) ... CCNCN.O.O
Kohn-Sham gap ... 9.488 eV
Net charge ... 0
Energy above the lowest of the compared OMol25 structures with the same formula, charge and spin ... 1.671 eV

Element x y z (Å)
C (-0.70938, 0.94814, -2.57892)
H (-1.36503, 1.00872, -0.47800)
H (2.35964, -0.49153, 0.88271)
C (0.83759, 0.85359, 0.76915)
H (1.30531, 1.82955, 1.05557)
N (1.51909, -0.24733, 1.39245)
N (0.74770, 0.63761, -0.69151)
H (-0.04844, 1.54887, -3.19589)
H (-0.13129, 0.92879, 1.23737)
H (1.03232, -1.10800, 1.56645)
H (-0.46876, 2.43341, -0.91537)
H (-0.76247, -0.77965, 3.48920)
C (-0.54637, 1.33258, -1.08391)
O (-0.56147, 0.16605, 3.43236)
H (-0.35920, -0.08012, -2.72645)
H (-1.70916, 1.04672, -2.97491)
H (-0.34883, -3.64469, -1.45064)
H (1.53367, 0.93020, -1.26855)
O (-1.06735, -3.04669, -1.60013)
H (0.10503, 0.21454, 4.12736)
H (-1.12548, -2.15683, -1.25130)

Mulliken population analysis, charges in e, atoms 1 to 2: atom 1 (C): -1.2074, atom 2 (H): 0.3928

---

Density functional theory data (ωB97M-V/def2-TZVPD) for a structure of composition CBr2N2O4 at a distorted geometry.

## Properties
DFT total energy ... -152283.066 eV
Kohn-Sham gap ... 8.581 eV
Net charge ... 0
Energy above the lowest of the compared OMol25 structures with the same formula, charge and spin ... 2.000 eV

Element x y z (Å)
O (0.24006, 1.56208, -0.07455)
O (0.49484, 0.42934, -1.94909)
Br (-0.03987, -2.32195, -0.97978)
O (-0.80907, 0.43077, 1.74627)
N (-0.63375, -0.65895, 1.24165)
Br (1.49432, 2.55629, -0.82949)
N (0.16048, 0.39334, -0.81191)
O (-0.82443, -1.73176, 1.75808)
C (-0.08258, -0.65916, -0.10118)

Mulliken population analysis, charges in e, atoms 1 to 2: atom 1 (O): -0.2835, atom 2 (O): -0.6164

---

Question: Which formula does entry 4 have?
Answer: CBr2N2O4